(1)
{
  "formula": "C51H39B2Cl2O19",
  "method": "ωB97M-V/def2-TZVPD",
  "symbols": ["C", "C", "Cl", "C", "Cl", "B", "O", "B", "O", "O", "H", "H", "H", "H", "H", "H", "H", "C", "C", "C", "O", "C", "C", "C", "O", "H", "H", "H", "H", "C", "C", "C", "O", "C", "C", "C", "O", "H", "H", "H", "H", "C", "C", "C", "O", "C", "C", "C", "O", "H", "H", "H", "H", "C", "C", "C", "O", "C", "C", "C", "O", "H", "H", "H", "H", "C", "C", "C", "O", "C", "C", "C", "O", "H", "H", "H", "H", "C", "C", "C", "O", "C", "C", "C", "O", "H", "H", "H", "H", "C", "C", "C", "O", "C", "C", "C", "O", "H", "H", "H", "H", "C", "C", "C", "O", "C", "C", "C", "O", "H", "H", "H", "H"],
  "coordinates": [[-0.779701, -0.499088, -2.848848], [0.301634, 0.505108, -2.248001], [2.055130, 0.104566, -2.090640], [-0.147797, 1.763811, -1.850092], [-1.951745, 2.135124, -2.021887], [0.782706, 2.987809, -1.252110], [0.322497, 3.475658, 0.077671], [0.566607, 4.276841, -2.343536], [-0.530552, 5.199256, -2.146915], [1.493651, 4.353322, -3.457251], [-1.525613, -0.720416, -2.039336], [-0.330984, -1.462861, -3.205138], [-1.289671, 0.058533, -3.687141], [1.951140, 2.714419, -1.236774], [0.545017, 2.830002, 0.767173], [-1.234624, 4.966960, -2.778097], [1.039356, 3.932687, -4.208081], [-6.464083, 3.176147, -1.961679], [-5.575747, 2.181725, -1.976061], [-6.009470, 0.768645, -1.973179], [-5.201416, -0.136515, -1.983410], [-7.463403, 0.498769, -1.954213], [-8.350755, 1.492314, -1.939029], [-7.918547, 2.907313, -1.942798], [-8.729078, 3.813541, -1.930554], [-6.165645, 4.216864, -1.962249], [-4.506634, 2.360744, -1.987763], [-7.762166, -0.542274, -1.952127], [-9.418645, 1.312575, -1.923512], [4.806160, 7.288579, -3.782999], [3.572136, 6.950340, -4.160092], [2.936122, 7.572183, -5.343688], [1.813081, 7.270793, -5.691856], [3.722595, 8.580260, -6.090601], [4.954782, 8.916375, -5.711946], [5.590521, 8.294891, -4.529164], [6.717164, 8.602038, -4.186154], [5.287291, 6.845460, -2.920419], [2.984818, 6.213302, -3.624055], [3.242207, 9.024138, -6.953750], [5.543331, 9.651970, -6.246254], [7.006417, -3.237134, -0.791597], [6.797352, -2.267418, -1.680623], [5.447044, -1.699661, -1.894480], [5.258593, -0.817420, -2.706232], [4.338466, -2.249000, -1.081987], [4.549418, -3.221093, -0.191893], [5.899313, -3.786438, 0.020459], [6.094256, -4.672370, 0.834547], [7.987611, -3.664210, -0.622660], [7.596763, -1.853162, -2.282248], [3.355794, -1.820362, -1.250258], [3.754608, -3.633832, 0.408623], [0.214538, -5.511303, -1.064476], [-0.083319, -6.328531, -2.074003], [0.943013, -6.743671, -3.053691], [0.671892, -7.487855, -3.975906], [2.313333, -6.218259, -2.869765], [2.612017, -5.400802, -1.860829], [1.583752, -4.985066, -0.879283], [1.852619, -4.239643, 0.045932], [-0.525597, -5.197247, -0.339648], [-1.080937, -6.722208, -2.222748], [3.052069, -6.533182, -3.595999], [3.608293, -5.007922, -1.713537], [-3.787448, -1.465595, 0.712816], [-3.312464, -2.557142, 0.118031], [-3.173511, -3.830985, 0.851402], [-2.736380, -4.824331, 0.303241], [-3.582870, -3.850661, 2.273110], [-4.059667, -2.758345, 2.868768], [-4.199189, -1.482312, 2.132808], [-4.636620, -0.485142, 2.677236], [-3.893626, -0.524040, 0.188145], [-3.007415, -2.561479, -0.921029], [-3.473811, -4.792993, 2.795034], [-4.364042, -2.753335, 3.908052], [-10.388333, 1.352281, 3.419459], [-10.691601, 0.542196, 2.405970], [-9.663148, 0.113304, 1.432988], [-9.940118, -0.624578, 0.506620], [-8.286699, 0.616375, 1.628778], [-7.982184, 1.426739, 2.642156], [-9.010409, 1.855687, 3.615435], [-8.735618, 2.592238, 4.540990], [-11.127668, 1.677115, 4.140674], [-11.693888, 0.164028, 2.248025], [-7.547543, 0.291561, 0.907901], [-6.979373, 1.804277, 2.799121], [9.813850, -0.678658, 2.240693], [10.613333, -1.233274, 3.151212], [10.141277, -2.336674, 4.016431], [10.869892, -2.841341, 4.848253], [8.749370, -2.801637, 3.831308], [7.949389, -2.247209, 2.920896], [8.421474, -1.143801, 2.055737], [7.694451, -0.639661, 1.224580], [10.141547, 0.129866, 1.599382], [11.634771, -0.906058, 3.299640], [8.421655, -3.610180, 4.472250], [6.927952, -2.575069, 2.772551], [-0.004085, -1.969233, 6.325716], [0.689519, -0.832512, 6.373556], [0.130370, 0.430712, 5.842607], [0.762915, 1.465504, 5.885069], [-1.228259, 0.383293, 5.258056], [-1.920989, -0.754425, 5.210994], [-1.362238, -2.015985, 5.741738], [-1.996035, -3.053943, 5.700542], [0.388971, -2.902689, 6.708475], [1.684177, -0.779735, 6.798058], [-1.621965, 1.316255, 4.874749], [-2.916265, -0.807648, 4.786744]],
  "forces_ev_per_a": [[1.250, 0.349, 0.310], [-2.722, 1.650, 0.092], [-1.764, 0.040, -0.400], [2.000, -1.941, -0.231], [1.228, -0.544, 0.051], [-0.678, 0.856, 0.388], [-0.202, -0.559, 0.730], [-0.067, 0.114, 0.203], [0.927, -0.811, -1.263], [-1.556, 0.238, 0.110], [0.583, 0.190, -0.833], [-0.341, 0.923, 0.225], [0.442, -0.882, 0.858], [0.264, -0.553, -0.085], [-0.086, 0.315, -0.414], [0.285, 0.369, 0.253], [0.396, 0.389, 0.030], [0.193, -0.105, 0.005], [0.041, 0.351, 0.012], [0.174, 0.003, -0.044], [-0.053, -0.126, 0.064], [-0.301, 0.001, -0.040], [-0.004, -0.261, -0.014], [-0.090, 0.291, -0.003], [0.054, -0.151, 0.009], [-0.023, 0.000, 0.006], [-0.053, -0.065, 0.011], [0.011, -0.004, 0.027], [0.002, 0.018, 0.018], [-0.185, -0.030, -0.084], [0.146, -0.104, 0.296], [-0.315, -0.199, 0.044], [0.187, 0.140, -0.075], [0.249, 0.199, -0.086], [-0.202, 0.063, -0.210], [0.239, -0.082, 0.243], [-0.110, 0.037, -0.111], [0.013, 0.013, -0.010], [-0.113, -0.067, -0.101], [-0.035, -0.023, 0.009], [0.035, -0.009, 0.033], [0.145, 0.103, -0.208], [0.232, -0.230, 0.114], [-0.176, 0.293, -0.163], [0.121, -0.176, 0.077], [-0.095, -0.215, 0.216], [0.333, 0.298, 0.036], [-0.050, -0.002, 0.084], [0.048, 0.087, -0.047], [-0.007, -0.022, 0.029], [-0.036, 0.045, -0.002], [0.092, -0.043, 0.030], [0.072, 0.048, 0.002], [-0.188, -0.082, -0.024], [-0.059, 0.124, 0.200], [-0.130, -0.164, -0.230], [0.063, 0.072, 0.111], [0.186, 0.153, 0.142], [0.102, -0.163, -0.191], [0.014, 0.214, 0.228], [-0.476, -0.376, -0.244], [-0.007, 0.000, -0.029], [0.009, 0.007, -0.012], [-0.031, -0.016, -0.016], [-0.023, -0.013, -0.020], [0.018, 0.108, -0.170], [-0.030, 0.179, -0.075], [0.073, -0.025, -0.147], [-0.021, -0.056, 0.103], [-0.098, 0.057, 0.225], [0.027, -0.245, 0.070], [-0.036, 0.184, -0.017], [0.011, -0.144, -0.001], [0.031, -0.005, -0.014], [-0.004, 0.003, 0.004], [0.027, 0.005, -0.010], [0.036, -0.007, 0.003], [-0.224, -0.161, -0.134], [-0.107, 0.134, 0.229], [0.019, -0.164, -0.246], [0.001, 0.096, 0.101], [0.181, 0.128, 0.138], [0.120, -0.104, -0.219], [0.136, 0.210, 0.213], [-0.083, -0.111, -0.111], [0.036, 0.024, 0.017], [0.022, -0.018, -0.039], [-0.009, -0.028, 0.020], [-0.003, -0.023, 0.030], [0.290, 0.007, 0.114], [-0.032, 0.189, -0.209], [0.140, -0.155, 0.218], [-0.071, 0.075, -0.109], [-0.227, 0.019, -0.123], [0.004, -0.195, 0.206], [-0.241, 0.125, -0.194], [0.114, -0.081, 0.090], [-0.051, 0.001, -0.016], [-0.004, -0.033, 0.036], [0.038, 0.000, 0.006], [0.011, 0.007, -0.040], [0.236, 0.100, 0.088], [-0.014, -0.310, 0.065], [0.164, 0.332, -0.044], [-0.085, -0.171, 0.059], [-0.258, -0.113, -0.083], [0.001, 0.215, -0.043], [-0.160, -0.191, -0.052], [0.060, 0.106, 0.014], [-0.037, -0.018, -0.021], [-0.003, 0.047, -0.024], [0.046, 0.007, -0.013], [-0.001, 0.029, 0.001]],
  "lowdin_charge": [-0.15, -0.65, 0.65, -0.48, 0.62, -0.68, -0.09, -0.47, 0.05, 0.04, 0.04, 0.06, 0.06, 0.06, 0.05, 0.07, 0.09, 0.03, 0.03, -0.38, 0.09, 0.01, 0.01, -0.39, 0.10, 0.13, 0.05, 0.12, 0.12, 0.02, 0.04, -0.38, 0.11, 0.01, 0.01, -0.40, 0.08, 0.12, 0.11, 0.12, 0.12, 0.00, 0.02, -0.38, 0.10, 0.02, -0.01, -0.40, 0.08, 0.12, 0.12, 0.04, 0.09, 0.03, 0.03, -0.39, 0.10, 0.03, 0.03, -0.35, 0.09, 0.10, 0.12, 0.12, 0.10, 0.03, 0.03, -0.37, 0.08, 0.03, 0.01, -0.38, 0.09, 0.11, 0.12, 0.12, 0.12, 0.02, 0.02, -0.39, 0.09, 0.02, 0.03, -0.39, 0.11, 0.12, 0.12, 0.11, 0.13, 0.02, 0.02, -0.39, 0.10, 0.02, 0.03, -0.38, 0.11, 0.12, 0.12, 0.12, 0.12, 0.02, 0.02, -0.38, 0.12, 0.04, 0.02, -0.38, 0.09, 0.12, 0.12, 0.13, 0.10],
  "spin_multiplicity": 1,
  "homo_lumo_gap_ev": 4.079,
  "homo_energy_ev": -4.42,
  "charge": -1
}


(2)
{
  "formula": "C51H39Cl2N4OP2Re",
  "method": "ωB97M-V/def2-TZVPD",
  "symbols": ["Re", "Cl", "C", "C", "C", "C", "O", "C", "C", "N", "C", "C", "C", "C", "C", "C", "C", "C", "N", "C", "C", "H", "H", "H", "H", "H", "H", "H", "H", "H", "H", "Cl", "C", "C", "C", "C", "C", "C", "P", "C", "C", "C", "C", "C", "C", "C", "C", "C", "C", "C", "C", "H", "H", "H", "H", "H", "H", "H", "H", "H", "H", "H", "H", "H", "H", "N", "P", "C", "C", "C", "C", "C", "C", "C", "C", "C", "C", "C", "C", "C", "C", "C", "C", "C", "N", "H", "H", "H", "H", "H", "H", "H", "H", "H", "H", "H", "H", "H", "H", "H"],
  "coordinates": [[1.093732, -0.740998, -0.064987], [-4.887707, -0.136007, 5.066414], [-3.943785, 0.128234, 3.658525], [-4.461858, 0.686311, 2.548913], [-3.625882, 0.935944, 1.367842], [-2.262100, 0.409713, 1.433843], [-1.479333, 0.593184, 0.422056], [-1.724635, -0.155170, 2.580282], [-0.304064, -0.496635, 2.823360], [0.685123, -0.753513, 2.039596], [1.920808, -1.056822, 2.747170], [1.984251, -1.628051, 3.989070], [3.219600, -1.789793, 4.649492], [4.380928, -1.396090, 4.053978], [4.357336, -0.894501, 2.730704], [5.531116, -0.592022, 2.001126], [5.435686, -0.227619, 0.689729], [4.167606, -0.169384, 0.089146], [3.045819, -0.416791, 0.745333], [3.124584, -0.754917, 2.073253], [-2.577940, -0.253013, 3.670426], [-5.508701, 0.972578, 2.510566], [-4.126620, 0.525729, 0.484010], [-0.081255, -0.507514, 3.884291], [1.088082, -1.982254, 4.485374], [3.235159, -2.233953, 5.636562], [5.331989, -1.506053, 4.563294], [6.498919, -0.678058, 2.486076], [6.313123, -0.005345, 0.095633], [4.070046, 0.088015, -0.958444], [-2.180276, -0.633740, 4.610902], [1.814204, -0.754490, -2.357372], [1.328300, 0.763677, -3.116367], [1.484344, 0.820916, -4.487728], [1.121933, 1.983673, -5.147118], [0.625720, 3.062957, -4.426932], [0.491606, 2.977197, -3.050499], [0.823968, 1.809362, -2.353784], [0.738391, 1.642103, -0.531605], [1.621134, 3.106446, 0.090874], [1.126898, 4.392760, -0.167225], [1.791481, 5.512449, 0.302632], [2.957783, 5.368280, 1.046933], [3.441433, 4.101644, 1.332415], [2.772467, 2.975528, 0.862937], [-1.032751, 2.030568, 0.064761], [-1.084347, 2.817709, 1.368612], [-2.288088, 3.063760, 1.869188], [-3.485791, 2.547129, 1.089597], [-3.272623, 2.769525, -0.389546], [-2.067918, 2.553219, -0.895592], [1.878135, -0.030235, -5.031664], [1.238041, 2.048173, -6.221866], [0.352424, 3.977982, -4.938670], [0.122154, 3.840585, -2.517466], [0.201142, 4.535201, -0.713639], [1.398999, 6.501667, 0.092899], [3.477767, 6.245539, 1.412060], [4.340693, 3.984404, 1.924977], [3.150009, 1.998506, 1.109317], [-0.169696, 3.107531, 1.866701], [-2.437644, 3.584454, 2.809567], [-4.415651, 2.996245, 1.422123], [-4.113303, 3.089915, -0.996641], [-1.836881, 2.676568, -1.945601], [-0.379551, -3.358600, -1.180484], [-0.888204, -1.742883, -1.065217], [-2.499212, -1.929261, -0.236029], [-2.482694, -2.468942, 1.054824], [-3.669281, -2.684697, 1.741973], [-4.884589, -2.360298, 1.144804], [-4.908119, -1.826241, -0.136796], [-3.719103, -1.613372, -0.830617], [-1.300480, -1.258584, -2.763773], [-1.087585, -2.089873, -3.859296], [-1.392200, -1.644649, -5.141279], [-1.909638, -0.371785, -5.337413], [-2.117225, 0.467330, -4.248926], [-1.810914, 0.024421, -2.971181], [0.823188, -3.818588, -0.707676], [1.163386, -5.161631, -0.898907], [2.364796, -5.625876, -0.432626], [3.220146, -4.739880, 0.224760], [2.821729, -3.441092, 0.376384], [1.635373, -2.945077, -0.071162], [-1.016040, -4.056255, -1.537028], [-1.533217, -2.738332, 1.512639], [-3.653813, -3.126642, 2.732894], [-5.812956, -2.550043, 1.670086], [-5.854538, -1.598465, -0.610730], [-3.752760, -1.217245, -1.838026], [-0.660250, -3.075815, -3.731186], [-1.227197, -2.299157, -5.988903], [-2.154038, -0.035656, -6.338172], [-2.520094, 1.463890, -4.399639], [-1.978964, 0.679236, -2.121026], [0.471982, -5.815722, -1.417991], [2.644794, -6.661895, -0.582155], [4.178983, -5.057005, 0.612003], [3.474199, -2.753729, 0.886055]],
  "forces_ev_per_a": [[-0.542, 0.179, 0.173], [0.058, -0.045, -0.027], [-0.013, -0.086, 0.169], [-0.151, 0.128, -0.078], [-0.223, 0.294, 0.177], [-0.149, 0.180, -0.068], [0.635, 0.303, -0.362], [0.155, -0.168, 0.849], [-0.241, 0.109, 0.038], [0.067, -0.129, -0.026], [-0.072, 0.027, -0.109], [-0.097, -0.070, 0.147], [-0.056, -0.054, 0.064], [0.112, 0.007, -0.011], [0.058, -0.013, 0.051], [0.141, -0.029, 0.080], [0.007, 0.035, -0.136], [-0.062, 0.060, 0.058], [0.290, 0.138, 0.114], [-0.024, 0.051, -0.181], [0.360, 0.089, 0.263], [0.089, 0.044, 0.009], [0.030, 0.005, -0.013], [-0.078, 0.040, 0.072], [0.070, 0.015, -0.015], [-0.016, 0.027, -0.045], [-0.064, 0.016, -0.042], [-0.098, 0.012, -0.034], [-0.067, -0.011, 0.043], [-0.003, -0.022, 0.018], [-0.077, 0.048, -0.096], [0.264, -0.049, -0.383], [-0.046, 0.154, -0.056], [0.043, -0.126, -0.041], [-0.003, 0.045, -0.019], [-0.010, -0.014, 0.001], [-0.018, -0.034, -0.079], [-0.011, 0.129, 0.097], [-0.110, -0.715, 0.154], [-0.057, 0.080, 0.007], [0.009, -0.002, -0.002], [-0.045, 0.031, -0.013], [0.022, -0.002, 0.012], [-0.010, -0.022, 0.004], [-0.031, 0.085, -0.035], [0.002, 0.433, -0.088], [0.039, -0.152, -0.186], [-0.231, -0.125, -0.088], [0.198, 0.113, -0.129], [-0.134, 0.025, 0.180], [0.171, 0.103, 0.093], [-0.016, 0.067, 0.044], [-0.008, -0.008, 0.047], [0.021, -0.054, 0.041], [0.021, -0.028, -0.039], [0.045, 0.010, 0.074], [0.030, -0.101, 0.023], [-0.019, -0.050, -0.023], [-0.048, 0.007, -0.027], [0.055, -0.136, 0.021], [-0.003, 0.001, -0.043], [0.009, -0.076, -0.076], [-0.050, 0.004, 0.036], [0.049, -0.067, 0.051], [0.007, 0.096, 0.100], [-0.284, 0.215, -0.084], [0.380, 0.014, -0.053], [-0.035, -0.247, -0.035], [-0.088, -0.162, -0.230], [-0.090, -0.069, -0.127], [0.036, -0.073, 0.004], [0.058, -0.060, -0.077], [-0.005, -0.089, 0.004], [-0.111, -0.027, -0.025], [0.057, 0.055, -0.039], [0.009, -0.017, -0.016], [0.000, -0.026, -0.027], [-0.027, 0.023, 0.075], [-0.025, -0.047, 0.034], [0.235, 0.142, 0.173], [-0.087, -0.062, -0.017], [0.082, -0.085, -0.004], [0.015, -0.055, 0.020], [-0.144, 0.049, -0.016], [-0.099, -0.041, -0.103], [0.033, -0.085, -0.044], [-0.064, -0.023, -0.050], [-0.005, 0.032, -0.049], [0.026, 0.012, -0.006], [0.005, -0.011, -0.009], [0.001, -0.037, 0.018], [-0.034, -0.027, 0.012], [-0.011, 0.036, 0.049], [0.016, -0.015, 0.057], [0.020, -0.080, 0.010], [-0.015, -0.254, -0.190], [0.057, 0.057, 0.033], [-0.017, 0.061, 0.025], [-0.057, 0.017, -0.031], [-0.003, 0.075, -0.023]],
  "lowdin_spin": [0.87, 0.00, 0.00, 0.00, 0.00, 0.00, 0.04, 0.00, -0.01, 0.01, 0.00, 0.00, 0.00, 0.00, 0.00, 0.01, 0.00, 0.01, 0.00, 0.00, 0.00, 0.00, 0.00, 0.00, 0.00, 0.00, 0.00, 0.00, 0.00, 0.00, 0.00, 0.01, 0.00, 0.00, 0.00, 0.00, 0.00, 0.00, 0.00, 0.00, 0.00, 0.00, 0.00, 0.00, 0.00, 0.01, 0.00, 0.00, 0.00, 0.00, 0.00, 0.00, 0.00, 0.00, 0.00, 0.00, 0.00, 0.00, 0.00, 0.00, 0.00, 0.00, 0.00, 0.00, 0.00, 0.00, 0.01, 0.00, 0.00, 0.00, 0.00, 0.00, 0.00, 0.00, 0.00, 0.00, 0.00, 0.00, 0.00, 0.00, 0.00, 0.00, 0.00, 0.00, 0.00, 0.00, 0.00, 0.00, 0.00, 0.00, 0.00, 0.00, 0.00, 0.00, 0.00, 0.00, 0.00, 0.00, 0.00, 0.00],
  "spin_multiplicity": 2,
  "homo_lumo_gap_ev": [5.625, 5.275],
  "homo_energy_ev": [-15.28, -14.94],
  "charge": 3,
  "e_above_lowest_ev": 3.390
}


no.,F_max (eV/Å)
1,3.18
2,0.88